Entry 1:
{
  "formula": "C7H11O",
  "method": "ωB97M-V with the def2-TZVPD basis set",
  "charge": 1,
  "orbital_gap_ev": 8.307,
  "homo_ev": -14.5,
  "e_above_lowest_kj_mol": 360.3,
  "lumo_energy_ev": -6.223,
  "elements": ["C", "C", "C", "C", "C", "C", "C", "O", "H", "H", "H", "H", "H", "H", "H", "H", "H", "H", "H"],
  "coordinates": [[0.55979, -0.62934, -0.17199], [-0.37256, 0.12059, -0.85870], [-0.12945, -1.79215, 0.82161], [-1.25756, 0.87125, -1.37242], [-1.20151, 1.82144, -2.55851], [1.12817, 0.21498, 1.02531], [1.16540, -0.78104, 2.25216], [0.84496, -2.04559, 1.71456], [-0.97915, -1.37858, 1.25884], [-0.41727, -2.81221, 0.34232], [-2.26507, 0.96827, -0.94294], [-1.69567, 2.74229, -2.10332], [-1.53099, 1.38534, -3.38841], [-0.12069, 1.85385, -2.74279], [0.45071, 1.08950, 1.04875], [1.10642, -1.18433, -0.89159], [2.06039, 0.55818, 0.89569], [2.24401, -0.78796, 2.75185], [0.41008, -0.21450, 2.91957]],
  "atomic_forces_ev_per_a": [[-0.731, 0.531, 1.931], [-1.202, 0.033, -0.250], [-0.237, -3.470, -2.355], [-1.035, -0.136, -0.160], [2.895, 2.018, 4.543], [-2.176, -1.516, -0.415], [1.436, 2.893, 1.192], [0.354, 0.885, 0.959], [-1.589, 0.989, 0.703], [0.573, 2.070, 0.239], [0.288, -0.902, 0.427], [0.855, -0.882, -1.643], [-2.435, -1.489, -3.255], [-0.217, 1.230, -0.124], [0.374, -0.541, 0.844], [1.128, -0.723, -0.435], [3.430, 1.332, -0.981], [-2.571, -0.232, -1.041], [0.859, -2.088, -0.177]],
  "lowdin_charge": [-0.152, 0.154, -0.120, -0.050, 0.004, -0.075, -0.148, -0.066, 0.110, 0.187, 0.172, 0.137, 0.044, 0.099, 0.132, 0.166, 0.074, 0.178, 0.154]
}

Entry 2:
{
  "formula": "C7H11O4PPt",
  "method": "ωB97M-V with the def2-TZVPD basis set",
  "charge": 2,
  "orbital_gap_ev": [6.706, 8.835],
  "spin_multiplicity": 3,
  "homo_ev": [-15.5, -20.0],
  "lumo_energy_ev": [-8.759, -11.170],
  "s_squared": 2.0050,
  "elements": ["Pt", "O", "C", "C", "O", "C", "O", "C", "O", "H", "H", "C", "P", "C", "C", "H", "H", "H", "H", "H", "H", "H", "H", "H"],
  "coordinates": [[0.04220, -0.02961, -1.37295], [-0.00158, 3.12075, -1.47901], [0.03326, 1.96774, -1.37353], [0.03260, -2.01745, -1.67841], [0.03113, -3.12893, -2.01435], [2.05120, -0.00901, -1.44080], [3.18314, 0.08974, -1.64606], [-1.94420, -0.00338, -1.68605], [-3.03792, 0.10223, -2.05136], [0.01643, 0.65960, -4.86834], [0.01820, -0.08722, -4.88685], [0.58005, -1.64134, 1.90320], [0.02342, -0.12084, 1.06837], [-1.62735, 0.26407, 1.71663], [0.95782, 1.22795, 1.84550], [0.01468, -2.52377, 1.57806], [0.38778, -1.46064, 2.97006], [1.65304, -1.82092, 1.75461], [-1.54280, 0.22651, 2.80767], [-1.98168, 1.25525, 1.41836], [-2.31316, -0.50042, 1.36821], [0.71106, 1.18318, 2.91719], [2.01877, 1.02596, 1.69487], [0.69392, 2.22055, 1.45499]],
  "atomic_forces_ev_per_a": [[0.104, 0.388, 0.847], [0.127, -4.789, 0.486], [-0.118, 7.140, -0.694], [0.053, -7.442, -1.952], [-0.008, 4.878, 1.462], [6.870, 0.115, -0.915], [-4.294, -0.241, 0.733], [-7.060, 0.219, -1.835], [4.479, -0.307, 1.422], [-0.001, -0.065, 0.029], [-0.001, 0.060, 0.028], [-0.012, -0.044, -0.394], [-0.408, 0.721, 1.742], [0.005, -0.450, -0.466], [0.396, -0.216, -0.449], [0.085, 0.227, 0.086], [0.062, -0.087, -0.176], [-0.257, 0.104, 0.002], [-0.093, -0.036, -0.107], [0.149, -0.132, -0.036], [-0.396, -0.039, 0.159], [0.162, 0.026, -0.271], [0.109, 0.296, 0.203], [0.045, -0.329, 0.096]],
  "mulliken_spin": [0.826, 0.019, 0.162, 0.168, 0.023, 0.177, 0.024, 0.178, 0.026, 0.006, 0.004, 0.032, 0.277, 0.021, 0.024, -0.001, 0.015, -0.002, 0.014, -0.001, -0.003, 0.015, -0.004, -0.001]
}

Entry 3:
{
  "formula": "C7H12",
  "method": "ωB97M-V with the def2-TZVPD basis set",
  "charge": -1,
  "orbital_gap_ev": [3.036, 8.238],
  "spin_multiplicity": 2,
  "homo_ev": [1.5, -4.1],
  "e_above_lowest_kj_mol": 90.5,
  "lumo_energy_ev": [4.488, 4.152],
  "s_squared": 0.7543,
  "elements": ["C", "C", "C", "C", "C", "C", "C", "H", "H", "H", "H", "H", "H", "H", "H", "H", "H", "H", "H"],
  "coordinates": [[2.17420, -0.76428, 0.35598], [0.93609, -0.03698, 0.89780], [-0.17879, 0.07348, -0.15541], [-1.29669, -0.66116, -0.07792], [-1.46961, -1.83794, 0.84219], [-0.38830, 2.44675, -1.03927], [0.00213, 1.17641, -1.12198], [2.72811, -0.24191, -0.41950], [1.78935, -1.70654, -0.04643], [2.84648, -1.07053, 1.16406], [1.11371, 0.97467, 1.27945], [0.57369, -0.56965, 1.77758], [-2.14254, -0.40723, -0.70765], [-1.73933, -1.48104, 1.84116], [-0.50564, -2.33144, 0.98429], [-2.25824, -2.51261, 0.52134], [-0.31871, 3.18664, -1.82227], [-0.73234, 2.79636, -0.06827], [0.30336, 0.83679, -2.11695]],
  "atomic_forces_ev_per_a": [[-0.417, -0.520, 0.568], [-0.632, 0.357, -0.233], [1.270, 1.486, 0.999], [-0.550, -0.469, -0.470], [0.272, 0.702, 0.402], [-0.606, 1.843, 1.471], [0.291, -2.684, -1.535], [-0.129, 0.172, -0.043], [0.182, -0.023, -0.299], [0.208, 0.268, 0.049], [0.456, 0.027, -0.297], [-0.015, -0.364, 0.145], [0.030, 0.027, -0.165], [-0.166, -0.127, 0.110], [-0.105, -0.493, -0.123], [0.028, -0.311, -0.124], [0.272, -0.023, -0.181], [-0.165, 0.265, -0.026], [-0.224, -0.133, -0.248]],
  "mulliken_spin": [0.573, 0.338, -0.224, 0.247, 0.023, 0.355, 0.083, -0.142, -0.014, -0.250, -0.108, -0.006, 0.090, 0.077, -0.029, -0.090, -0.014, 0.020, 0.072]
}

Entry 4:
{
  "formula": "C7H12",
  "method": "ωB97M-V with the def2-TZVPD basis set",
  "orbital_gap_ev": 10.926,
  "homo_ev": -9.8,
  "e_above_lowest_kj_mol": 122.4,
  "lumo_energy_ev": 1.139,
  "elements": ["C", "C", "C", "C", "C", "C", "C", "H", "H", "H", "H", "H", "H", "H", "H", "H", "H", "H", "H"],
  "coordinates": [[-2.28347, 0.56759, 0.19845], [-1.29510, -0.57017, -0.00995], [-0.22749, -0.28770, -1.10021], [0.82614, -0.14616, -0.00282], [2.29549, -0.41447, -0.07827], [1.79305, 0.99502, 0.14226], [-0.16898, -0.61904, 1.05610], [-2.96682, 0.71115, -0.64646], [-1.73345, 1.50542, 0.32163], [-2.90172, 0.43986, 1.09442], [-1.83139, -1.51299, -0.14137], [-0.01728, -1.12189, -1.77297], [-0.44080, 0.59965, -1.70713], [2.74391, -0.65093, -1.04072], [2.78252, -0.91485, 0.75570], [1.86140, 1.69453, -0.68791], [1.90878, 1.42752, 1.13327], [-0.34179, 0.04080, 1.91404], [0.06928, -1.61478, 1.43574]],
  "atomic_forces_ev_per_a": [[-0.018, 0.266, 0.025], [-0.200, -0.194, -0.019], [0.028, 0.028, -0.279], [0.076, 0.415, 0.076], [0.132, 0.007, -0.016], [-0.147, -0.084, -0.004], [0.053, -0.055, 0.282], [0.160, -0.173, 0.016], [-0.014, 0.018, 0.015], [0.152, -0.135, -0.079], [0.066, 0.041, 0.010], [-0.150, -0.033, 0.037], [0.165, -0.054, 0.086], [-0.185, 0.051, 0.091], [-0.182, 0.067, -0.066], [0.030, -0.091, 0.174], [0.022, -0.034, -0.184], [0.150, -0.011, -0.117], [-0.138, -0.030, -0.048]],
  "lowdin_charge": [-0.084, -0.338, -0.085, -0.433, -0.089, -0.087, -0.085, 0.076, 0.081, 0.076, 0.127, 0.110, 0.111, 0.100, 0.100, 0.100, 0.100, 0.111, 0.110]
}

Entry 5:
{
  "formula": "C7H12",
  "method": "ωB97M-V with the def2-TZVPD basis set",
  "orbital_gap_ev": 9.625,
  "homo_ev": -8.5,
  "e_above_lowest_kj_mol": 118.9,
  "lumo_energy_ev": 1.087,
  "elements": ["C", "C", "C", "C", "C", "C", "C", "H", "H", "H", "H", "H", "H", "H", "H", "H", "H", "H", "H"],
  "coordinates": [[2.26596, -1.59584, 0.08473], [0.84220, -1.09500, 0.32676], [0.72877, 0.38704, 0.10357], [1.73127, 1.22522, -0.12871], [-3.17451, 0.74095, -0.11017], [-1.77110, 0.22959, -0.12762], [-0.64455, 0.93136, -0.02012], [2.97339, -1.32055, 0.86365], [2.35837, -2.67929, 0.00165], [2.61957, -1.20243, -0.86529], [0.51022, -1.29884, 1.34232], [0.23833, -1.62203, -0.41103], [2.75264, 1.10425, -0.46180], [1.49631, 2.25930, -0.29107], [-3.21292, 1.67627, -0.68389], [-3.48237, 0.99275, 0.90783], [-3.91533, 0.07660, -0.54545], [-1.67287, -0.82472, 0.12473], [-0.64338, 2.01540, -0.11011]],
  "atomic_forces_ev_per_a": [[0.289, -0.271, 0.092], [1.224, 0.002, -0.520], [-0.700, -0.480, -0.377], [0.288, 0.875, -0.875], [0.167, 1.129, -0.587], [0.267, -0.810, 1.498], [0.136, 0.552, -0.069], [-0.004, 0.327, 0.057], [-0.389, -0.083, 0.075], [0.147, 0.091, -0.044], [-0.226, -0.304, 0.003], [-0.469, 0.048, 0.265], [0.193, -1.018, 0.787], [-0.497, 0.504, 0.068], [-0.151, -0.068, 0.135], [-0.021, -0.172, 0.000], [0.118, -0.242, 0.012], [-0.076, -0.116, -0.455], [-0.296, 0.037, -0.066]],
  "lowdin_charge": [-0.119, -0.221, -0.320, 0.049, -0.106, -0.160, -0.092, 0.074, 0.067, 0.069, 0.121, 0.109, 0.065, 0.050, 0.075, 0.077, 0.065, 0.092, 0.107]
}